{"formula": "C6H12O", "method": "wB97M-V/def2-TZVPD", "species": ["C", "C", "O", "C", "C", "C", "C", "H", "H", "H", "H", "H", "H", "H", "H", "H", "H", "H", "H"], "xyz": [[1.811, -0.715, 0.304], [1.218, 0.464, 0.616], [1.270, 0.969, 1.871], [0.337, 1.287, -0.281], [-1.148, 0.952, 0.025], [-1.385, -0.542, 0.132], [-0.946, -1.247, -1.146], [2.415, -0.801, -0.586], [0.241, -1.522, -0.781], [2.050, -1.414, 1.103], [1.868, 0.404, 2.381], [0.501, 2.355, -0.121], [0.555, 1.050, -1.327], [-1.459, 1.460, 0.946], [-1.763, 1.304, -0.814], [-2.401, -0.756, 0.486], [-0.717, -0.956, 0.896], [-1.772, -1.909, -1.530], [-0.714, -0.598, -1.990]], "e_tot_ha": -310.9699, "smiles": "C=C(O)CCCC", "largest_force_ev_per_a": 3.9, "e_homo_ev": -8.39, "de_lowest_ev": 2.433, "lumo_ev": 0.866, "orbital_gap_ev": 9.25}

---

{"formula": "C6H12O", "method": "wB97M-V/def2-TZVPD", "species": ["C", "O", "C", "C", "C", "C", "C", "H", "H", "H", "H", "H", "H", "H", "H", "H", "H", "H", "H"], "xyz": [[-0.744, 0.972, 1.415], [-1.893, 1.597, 0.901], [-0.669, -0.487, 1.005], [-0.804, -0.725, -0.496], [0.101, 0.062, -1.458], [2.323, -0.530, -0.380], [1.581, -0.188, -1.422], [0.127, 1.503, 1.059], [-0.674, 1.029, 2.506], [-2.685, 1.399, 1.400], [0.210, -0.969, 1.427], [-1.545, -0.959, 1.468], [-0.682, -1.794, -0.699], [-1.824, -0.460, -0.775], [-0.252, -0.147, -2.473], [-0.093, 1.110, -1.280], [2.006, -0.983, 0.544], [3.406, -0.481, -0.408], [2.113, 0.050, -2.334]], "e_tot_ha": -311.0080, "smiles": "C=CCCCCO", "largest_force_ev_per_a": 1.0, "e_homo_ev": -9.47, "de_lowest_ev": 1.397, "lumo_ev": 0.938, "orbital_gap_ev": 10.41}

---

{"formula": "C6H12O", "method": "wB97M-V/def2-TZVPD", "species": ["C", "O", "C", "C", "C", "C", "C", "H", "H", "H", "H", "H", "H", "H", "H", "H", "H", "H", "H"], "xyz": [[0.112, -0.118, 2.011], [-1.076, -0.041, 2.799], [0.055, -1.028, 0.819], [-0.718, -0.730, -0.459], [-0.193, 0.477, -1.248], [-0.658, 1.708, -1.014], [1.110, 0.265, -1.948], [1.041, -0.294, 2.570], [0.219, 0.944, 1.744], [-1.210, -0.890, 3.236], [1.071, -1.083, 0.405], [-0.020, -2.073, 1.156], [-0.435, -1.557, -1.109], [-1.810, -0.691, -0.426], [-1.648, 1.844, -0.591], [-0.194, 2.583, -1.449], [1.412, 1.154, -2.504], [0.991, -0.519, -2.706], [1.951, 0.048, -1.286]], "e_tot_ha": -311.0024, "smiles": "C=C(C)CCCO", "largest_force_ev_per_a": 2.3, "e_homo_ev": -9.34, "de_lowest_ev": 1.548, "lumo_ev": 0.946, "orbital_gap_ev": 10.28}

---

{"formula": "C6H12O", "method": "wB97M-V/def2-TZVPD", "species": ["C", "C", "C", "C", "O", "C", "C", "H", "H", "H", "H", "H", "H", "H", "H", "H", "H", "H", "H"], "xyz": [[1.388, 0.446, -1.656], [0.351, -0.187, -0.721], [0.505, -1.708, -0.665], [0.507, 0.415, 0.657], [0.077, 1.762, 0.825], [-0.591, 0.748, 1.571], [-2.055, 0.529, 1.287], [1.207, 0.180, -2.704], [1.368, 1.538, -1.571], [2.397, 0.102, -1.394], [-0.649, 0.066, -1.096], [1.510, -1.980, -0.317], [0.371, -2.150, -1.659], [-0.220, -2.174, 0.014], [1.482, 0.209, 1.111], [-0.347, 0.770, 2.637], [-2.264, 0.463, 0.216], [-2.635, 1.363, 1.696], [-2.401, -0.392, 1.770]], "e_tot_ha": -311.0189, "smiles": "CC(C)[C@H]1O[C@H]1C", "largest_force_ev_per_a": 0.3, "e_homo_ev": -10.04, "de_lowest_ev": 1.099, "lumo_ev": 1.115, "orbital_gap_ev": 11.16}

---

{"formula": "C6H12O", "method": "wB97M-V/def2-TZVPD", "species": ["C", "C", "C", "O", "C", "C", "C", "H", "H", "H", "H", "H", "H", "H", "H", "H", "H", "H", "H"], "xyz": [[0.948, -2.183, 0.770], [0.582, 0.814, 1.125], [1.398, 0.994, -0.125], [0.453, 0.972, -1.181], [-0.861, 1.149, -0.658], [-1.820, 0.240, -1.412], [-0.705, 0.893, 0.822], [1.910, -1.840, 1.162], [1.067, -2.436, -0.283], [0.618, -3.051, 1.337], [1.026, 0.636, 2.099], [1.932, 1.957, -0.088], [2.141, 0.205, -0.301], [-1.173, 2.196, -0.808], [-1.801, 0.490, -2.477], [-2.846, 0.367, -1.048], [-1.529, -0.809, -1.300], [0.199, -1.402, 0.855], [-1.539, 0.808, 1.511]], "e_tot_ha": -311.0081, "smiles": "C[C@H]1C=CCO1.C", "largest_force_ev_per_a": 0.3, "e_homo_ev": -9.07, "de_lowest_ev": 1.393, "lumo_ev": 1.054, "orbital_gap_ev": 10.13}

---

{"formula": "C6H12O", "method": "wB97M-V/def2-TZVPD", "species": ["C", "C", "C", "O", "C", "C", "C", "H", "H", "H", "H", "H", "H", "H", "H", "H", "H", "H", "H"], "xyz": [[0.582, 1.558, -0.111], [1.435, -0.927, 0.149], [1.844, -2.316, -0.200], [0.136, -0.874, 0.279], [-0.464, 0.479, 0.138], [-1.263, 0.794, 1.393], [-1.376, 0.292, -1.069], [1.297, 1.249, -0.873], [1.172, 1.747, 0.788], [0.068, 2.479, -0.413], [1.554, -2.319, -1.260], [1.275, -3.109, 0.292], [2.934, -2.408, -0.122], [-1.723, 1.787, 1.288], [-2.054, 0.056, 1.550], [-0.614, 0.800, 2.275], [-2.175, -0.414, -0.829], [-0.806, -0.119, -1.909], [-1.821, 1.245, -1.367]], "e_tot_ha": -310.9580, "largest_force_ev_per_a": 0.7, "e_homo_ev": -7.93, "de_lowest_ev": 2.755, "lumo_ev": 0.940, "orbital_gap_ev": 8.87}

---

{"formula": "C6H12O", "method": "wB97M-V/def2-TZVPD", "species": ["C", "C", "C", "C", "C", "C", "O", "H", "H", "H", "H", "H", "H", "H", "H", "H", "H", "H", "H"], "xyz": [[0.630, 2.320, -0.453], [0.044, 1.048, -1.060], [-0.835, 0.137, -0.210], [-0.957, -1.266, -0.766], [-0.401, -1.073, 0.602], [1.027, -1.315, 1.020], [-1.343, -1.540, 1.541], [1.123, 2.905, -1.240], [1.379, 2.103, 0.315], [-0.142, 2.959, -0.010], [0.863, 0.453, -1.488], [-0.577, 1.333, -1.923], [-1.740, 0.592, 0.192], [-0.273, -1.505, -1.576], [-1.928, -1.749, -0.821], [1.282, -2.380, 1.013], [1.163, -0.945, 2.047], [1.734, -0.771, 0.388], [-1.049, -1.305, 2.429]], "e_tot_ha": -311.0152, "smiles": "CC[C@H]1C[C@]1(C)O", "largest_force_ev_per_a": 0.3, "e_homo_ev": -9.24, "de_lowest_ev": 1.199, "lumo_ev": 1.007, "orbital_gap_ev": 10.25}

---

{"formula": "C6H12O", "method": "wB97M-V/def2-TZVPD", "species": ["C", "C", "O", "C", "C", "C", "C", "H", "H", "H", "H", "H", "H", "H", "H", "H", "H", "H", "H"], "xyz": [[1.217, -1.030, -0.946], [0.784, -1.599, 0.376], [0.454, -0.687, 1.336], [0.228, 2.372, -0.005], [-0.946, 1.968, 0.480], [-1.979, 1.193, -0.283], [0.713, -2.902, 0.644], [0.410, -0.440, -1.399], [1.494, -1.823, -1.644], [2.080, -0.364, -0.818], [0.501, 0.209, 0.969], [0.933, 2.934, 0.602], [0.516, 2.171, -1.036], [-1.193, 2.198, 1.518], [-2.926, 1.743, -0.321], [-1.657, 0.998, -1.312], [-2.176, 0.233, 0.208], [0.977, -3.636, -0.108], [0.390, -3.249, 1.620]], "e_tot_ha": -311.0046, "smiles": "C=C(C)O.C=CC", "largest_force_ev_per_a": 0.3, "e_homo_ev": -8.56, "de_lowest_ev": 1.489, "lumo_ev": 0.995, "orbital_gap_ev": 9.56}

---

{"formula": "C6H12O", "method": "wB97M-V/def2-TZVPD", "species": ["C", "C", "C", "C", "C", "C", "H", "H", "H", "H", "H", "H", "H", "H", "H", "H", "H", "H", "O"], "xyz": [[-0.746, -1.216, 1.376], [0.399, -0.707, 0.496], [1.322, -1.590, 0.090], [0.705, 0.801, 0.826], [-0.194, 1.857, 0.282], [0.094, 3.127, 0.001], [-1.415, -1.909, 0.867], [-0.603, -1.361, 2.475], [-1.318, -0.240, 1.412], [1.343, -2.605, 0.432], [2.014, -1.080, -0.579], [1.761, 1.045, 0.552], [0.618, 0.961, 1.923], [-1.294, 1.763, 0.297], [1.160, 3.403, -0.152], [-0.529, 4.025, -0.031], [-1.226, -1.525, -3.415], [-0.353, -1.397, -2.202], [-1.201, -1.768, -2.482]], "e_tot_ha": -310.9481, "smiles": "C=CCC(=C)C.O", "largest_force_ev_per_a": 3.7, "e_homo_ev": -9.44, "de_lowest_ev": 3.026, "lumo_ev": 0.805, "orbital_gap_ev": 10.25}

---

{"formula": "C6H12O", "method": "wB97M-V/def2-TZVPD", "species": ["C", "C", "C", "C", "C", "C", "O", "H", "H", "H", "H", "H", "H", "H", "H", "H", "H", "H", "H"], "xyz": [[2.622, -0.260, 0.272], [1.497, 0.462, -0.471], [0.133, 0.301, 0.194], [-1.033, 0.956, -0.529], [-2.210, 0.114, 0.046], [-1.537, -1.234, 0.433], [-0.155, -1.086, 0.128], [2.742, 0.149, 1.280], [2.402, -1.329, 0.359], [3.576, -0.154, -0.258], [1.733, 1.520, -0.630], [1.382, 0.008, -1.464], [0.080, 0.648, 1.235], [-1.083, 2.028, -0.295], [-0.941, 0.866, -1.621], [-2.943, -0.079, -0.740], [-2.746, 0.700, 0.808], [-1.611, -1.594, 1.479], [-1.909, -2.016, -0.226]], "e_tot_ha": -311.0379, "smiles": "CC[C@H]1CCCO1", "largest_force_ev_per_a": 1.0, "e_homo_ev": -9.62, "de_lowest_ev": 0.581, "lumo_ev": 1.201, "orbital_gap_ev": 10.82}

---

{"formula": "C6H12O", "method": "wB97M-V/def2-TZVPD", "species": ["C", "C", "O", "C", "C", "C", "C", "H", "H", "H", "H", "H", "H", "H", "H", "H", "H", "H", "H"], "xyz": [[1.950, -0.857, -0.406], [0.643, -0.139, -0.108], [0.715, 0.231, 1.313], [0.408, 1.117, -0.854], [-1.350, 0.984, 0.985], [-1.808, -0.149, 0.143], [-0.583, -1.047, -0.160], [2.797, -0.164, -0.330], [1.932, -1.268, -1.416], [2.105, -1.671, 0.305], [1.007, 1.155, 1.276], [1.312, 1.715, -1.039], [-0.212, 1.102, -1.752], [-1.377, 0.820, 2.066], [-1.519, 1.992, 0.678], [-2.219, 0.257, -0.781], [-2.602, -0.722, 0.638], [-0.680, -1.556, -1.125], [-0.479, -1.809, 0.619]], "e_tot_ha": -310.8940, "largest_force_ev_per_a": 1.3, "e_homo_ev": [-7.22, -8.24], "de_lowest_ev": 4.497, "lumo_ev": [0.150, 0.771], "orbital_gap_ev": [7.37, 9.01]}

---

{"formula": "C6H12O", "method": "wB97M-V/def2-TZVPD", "species": ["C", "C", "C", "C", "C", "C", "O", "H", "H", "H", "H", "H", "H", "H", "H", "H", "H", "H", "H"], "xyz": [[-2.560, -0.373, 0.188], [-1.263, -0.634, -0.328], [-0.075, 0.165, 0.176], [1.278, -0.306, -0.385], [2.469, 0.326, 0.330], [-0.308, 1.611, -0.234], [0.013, 2.557, 0.442], [-1.696, -1.579, 0.395], [-2.667, 0.082, 1.166], [-3.442, -0.668, -0.366], [-0.686, -2.099, 0.160], [-1.215, -0.953, -1.370], [-0.058, 0.143, 1.271], [1.320, -0.079, -1.461], [1.317, -1.398, -0.295], [3.410, -0.012, -0.115], [2.478, 0.042, 1.389], [2.435, 1.419, 0.281], [-0.750, 1.757, -1.244]], "e_tot_ha": -310.8520, "largest_force_ev_per_a": 0.5, "e_homo_ev": -7.54, "de_lowest_ev": 5.640, "lumo_ev": 0.666, "orbital_gap_ev": 8.20}